Record 1
Below is C4H5NO as an isolated structure at a distorted geometry, with properties calculated with ωB97M-V with the def2-TZVPD basis set.

Each line ends with the natural charge from an NBO analysis.
Geometry (Å):
N  -0.81  -0.22  -0.84  -0.55
C  -0.10  -0.10  0.41  -0.21
C  1.38  -0.22  0.38  0.19
O  1.57  0.89  1.04  -0.35
C  0.21  1.28  1.02  -0.08
C  -1.16  -1.38  -1.33  -0.10
H  -0.95  0.69  -1.29  0.39
H  -0.54  -0.77  1.16  0.26
H  2.14  -0.68  -0.23  0.19
H  -0.13  1.55  2.02  0.16
H  -1.63  -1.15  -2.31  0.10

Properties
ΔE to the lowest compared entry with this formula, charge and spin (kcal per mole): 156.6
Total charge: 0
M (u): 83.09
E_LUMO (spin up / spin down) (eV): -0.433 / 0.101

Record 2
Below is C6H5I2NO as an isolated structure at a distorted geometry, with properties calculated with ωB97M-V with the def2-TZVPD basis set.

Each line ends with the natural charge from an NBO analysis.
Geometry (Å):
C  0.84  -1.39  0.01  -0.17
C  -0.49  -1.45  -0.16  -0.27
C  1.28  0.04  0.16  0.08
C  0.21  0.85  0.11  0.21
C  -1.10  -0.11  -0.02  -0.11
C  -2.48  -0.07  -0.15  -0.43
N  2.59  0.46  0.29  -0.82
O  0.21  2.21  0.04  -0.67
I  -3.65  -1.73  -0.08  0.27
I  -3.38  1.81  -0.08  0.20
H  1.61  -2.13  -0.01  0.21
H  -0.88  -2.44  -0.35  0.24
H  3.35  0.13  -0.32  0.39
H  2.57  1.47  0.49  0.39
H  -0.71  2.36  0.08  0.48

Properties
ΔE to the lowest compared entry with this formula, charge and spin (kcal per mole): 0.0
Total charge: 0
M (u): 360.92
E_LUMO (eV): -0.303

Record 3
Below is a 9-piece molecular cluster, C56H126N7O14 overall at a distorted geometry, with properties calculated with ωB97M-V with the def2-TZVPD basis set.

Each line ends with the Löwdin charge.
Geometry (Å):
C  -6.72  1.10  0.38  -0.06
O  -5.40  0.93  -0.08  -0.21
C  -5.28  0.69  -1.50  -0.16
C  -3.82  0.42  -1.73  -0.11
N  -3.39  -0.61  -0.77  0.07
H  -2.48  -0.23  -0.41  0.11
H  -4.08  -0.58  0.01  0.16
C  -3.28  -1.99  -1.38  -0.07
C  -4.68  -2.47  -1.63  -0.16
O  -5.47  -2.34  -0.42  -0.23
C  -6.81  -2.76  -0.47  -0.07
H  -6.65  1.37  1.42  0.09
H  -7.39  0.26  0.20  0.09
H  -7.12  1.99  -0.12  0.10
H  -5.47  1.62  -2.04  0.14
H  -5.98  -0.10  -1.76  0.12
H  -3.33  1.32  -1.36  0.12
H  -3.48  0.22  -2.75  0.12
H  -2.73  -2.59  -0.68  0.10
H  -2.65  -1.93  -2.28  0.12
H  -4.77  -3.48  -2.02  0.14
H  -5.21  -1.83  -2.28  0.10
H  -6.93  -3.77  -0.77  0.09
H  -7.28  -2.28  -1.33  0.10
H  -7.21  -2.34  0.44  0.10
C  6.13  -0.77  -2.50  -0.04
O  5.57  0.50  -2.22  -0.18
C  4.29  0.60  -2.72  -0.27
C  3.68  1.82  -2.13  -0.12
N  4.52  2.95  -2.56  0.07
H  5.45  2.90  -2.13  0.17
H  4.65  2.94  -3.58  0.20
C  3.89  4.22  -2.10  -0.10
C  4.86  5.31  -2.24  -0.21
O  6.17  4.86  -1.91  -0.20
C  7.09  5.89  -2.27  -0.05
H  7.17  -0.73  -2.20  0.11
H  5.95  -1.11  -3.53  0.11
H  5.57  -1.34  -1.76  0.07
H  3.60  -0.21  -2.48  0.12
H  4.23  0.56  -3.81  0.14
H  3.68  1.84  -1.03  0.12
H  2.66  1.98  -2.49  0.13
H  3.56  3.97  -1.10  0.11
H  3.03  4.38  -2.74  0.14
H  4.61  6.15  -1.60  0.14
H  4.82  5.69  -3.27  0.14
H  6.74  6.84  -1.91  0.10
H  7.15  5.85  -3.35  0.10
H  7.99  5.56  -1.81  0.10
C  -1.92  -2.08  2.06  -0.08
O  -3.29  -2.49  2.07  -0.22
C  -3.51  -3.86  1.80  -0.18
C  -4.64  -4.30  2.79  -0.04
N  -4.05  -4.24  4.20  0.05
H  -3.54  -5.16  4.48  0.17
H  -3.57  -3.38  4.45  0.17
C  -5.09  -4.43  5.27  -0.10
C  -5.29  -5.89  5.30  -0.24
O  -4.08  -6.56  5.19  -0.21
C  -3.59  -7.14  6.40  -0.01
H  -1.47  -2.22  1.06  0.07
H  -1.35  -2.65  2.81  0.09
H  -1.91  -1.04  2.32  0.08
H  -2.56  -4.40  1.97  0.13
H  -3.92  -3.90  0.78  0.11
H  -4.77  -5.35  2.56  0.14
H  -5.53  -3.69  2.77  0.14
H  -6.03  -3.87  5.13  0.16
H  -4.70  -4.11  6.22  0.14
H  -5.86  -6.17  4.41  0.14
H  -5.95  -6.15  6.13  0.16
H  -4.45  -7.72  6.73  0.11
H  -3.31  -6.29  7.01  0.10
H  -2.75  -7.78  6.15  0.11
C  -1.89  4.32  -2.22  -0.08
C  -0.47  3.76  -2.37  -0.22
C  -0.29  3.16  -3.77  -0.17
C  -1.08  1.89  -3.79  -0.18
N  -0.98  1.12  -5.03  -0.28
C  -1.73  -0.24  -4.89  -0.05
C  -1.12  -1.09  -6.06  -0.09
C  0.28  -0.43  -6.36  -0.12
C  0.41  0.61  -5.28  -0.11
C  -1.54  1.88  -6.20  0.08
H  -1.93  4.85  -1.28  0.06
H  -2.64  3.52  -2.08  0.05
H  -2.30  5.00  -2.99  0.10
H  -0.24  3.04  -1.58  0.10
H  0.24  4.58  -2.26  0.11
H  0.78  2.90  -3.94  0.11
H  -0.61  3.89  -4.53  0.13
H  -2.14  2.06  -3.65  0.12
H  -0.84  1.20  -2.96  0.13
H  -2.77  0.01  -5.04  0.13
H  -1.50  -0.58  -3.88  0.10
H  -1.78  -1.07  -6.92  0.12
H  -1.05  -2.11  -5.70  0.10
H  0.37  -0.01  -7.35  0.12
H  1.12  -1.10  -6.43  0.11
H  1.05  1.42  -5.59  0.14
H  0.64  0.22  -4.29  0.13
H  -2.57  2.04  -5.94  0.12
H  -1.42  1.32  -7.09  0.10
H  -0.92  2.76  -6.32  0.12
C  -1.21  6.85  6.25  -0.10
C  -1.01  7.05  4.80  -0.23
C  -1.83  6.05  3.90  -0.16
C  -1.12  4.73  4.04  -0.13
N  -1.70  3.60  3.23  -0.25
C  -3.16  3.43  3.56  -0.09
C  -4.05  4.22  2.63  -0.12
C  -3.13  4.58  1.45  -0.11
C  -1.75  3.98  1.79  -0.09
C  -0.92  2.36  3.52  0.01
H  -2.26  7.05  6.48  0.09
H  -0.67  7.51  6.90  0.08
H  -0.87  5.88  6.60  0.07
H  0.02  6.81  4.51  0.11
H  -1.22  8.08  4.44  0.13
H  -1.87  6.40  2.87  0.11
H  -2.85  6.07  4.31  0.12
H  -1.13  4.36  5.06  0.14
H  -0.12  4.85  3.62  0.12
H  -3.30  2.37  3.40  0.12
H  -3.27  3.61  4.62  0.14
H  -4.88  3.57  2.36  0.11
H  -4.46  5.11  3.07  0.11
H  -3.46  4.17  0.51  0.10
H  -3.04  5.65  1.49  0.10
H  -1.57  3.05  1.26  0.11
H  -0.92  4.67  1.59  0.14
H  -1.22  1.54  2.86  0.10
H  -1.10  2.00  4.50  0.10
H  0.16  2.44  3.54  0.09
C  1.44  -0.08  2.96  -0.02
C  2.78  -0.75  2.96  -0.45
C  3.05  -1.67  1.72  -0.11
C  4.54  -1.87  1.47  -0.16
C  5.15  -0.51  1.09  -0.07
C  5.19  0.43  2.38  -0.37
N  3.74  0.37  2.95  0.11
O  3.30  1.53  3.52  0.15
C  5.38  1.95  2.07  0.02
C  5.99  -0.05  3.57  0.02
C  3.01  -1.54  4.29  0.04
H  1.45  0.68  2.20  0.07
H  1.30  0.43  3.91  0.09
H  0.69  -0.87  2.84  0.10
H  2.60  -1.20  0.83  0.12
H  2.56  -2.61  1.98  0.11
H  4.69  -2.65  0.71  0.11
H  5.01  -2.35  2.31  0.10
H  4.52  0.04  0.39  0.11
H  6.18  -0.55  0.73  0.13
H  4.60  2.27  1.39  0.07
H  6.31  2.02  1.50  0.11
H  5.35  2.49  2.99  0.09
H  5.87  -1.10  3.76  0.07
H  5.63  0.49  4.45  0.11
H  7.06  0.01  3.38  0.12
H  3.98  -2.02  4.16  0.08
H  2.23  -2.28  4.43  0.10
H  3.04  -0.83  5.12  0.11
C  0.16  -4.66  -0.94  0.03
C  1.64  -5.12  -1.14  -0.41
C  1.66  -6.60  -1.71  -0.07
C  1.48  -6.65  -3.21  -0.16
C  2.45  -5.75  -3.94  -0.11
C  2.32  -4.28  -3.59  -0.41
N  2.30  -4.18  -2.09  0.09
O  2.99  -3.17  -1.55  0.11
C  1.05  -3.50  -4.04  0.03
C  3.62  -3.48  -4.04  0.01
C  2.44  -4.91  0.13  -0.01
H  -0.37  -4.95  -1.82  0.07
H  0.17  -3.59  -0.77  0.07
H  -0.18  -5.07  0.01  0.10
H  0.84  -7.18  -1.29  0.14
H  2.61  -7.03  -1.35  0.14
H  0.47  -6.33  -3.43  0.11
H  1.64  -7.64  -3.62  0.14
H  2.38  -5.70  -5.02  0.15
H  3.47  -6.05  -3.67  0.15
H  0.20  -4.12  -3.74  0.08
H  1.08  -3.27  -5.10  0.09
H  1.08  -2.54  -3.53  0.09
H  4.42  -3.81  -3.39  0.09
H  3.53  -2.43  -3.83  0.06
H  3.81  -3.67  -5.08  0.11
H  3.49  -5.09  -0.11  0.11
H  2.03  -5.58  0.89  0.12
H  2.40  -3.87  0.41  0.05
O  2.09  5.08  0.45  -0.04
C  1.91  3.83  1.27  -0.71
O  1.70  4.15  2.43  0.01
O  2.02  2.71  0.70  -0.06
H  1.84  5.47  1.36  0.10
O  1.18  0.62  -0.52  0.01
C  -0.09  0.05  -0.57  -0.81
O  -0.18  -1.08  -1.06  -0.04
O  -1.02  0.76  -0.12  -0.05
H  1.20  1.50  -0.08  0.03

Properties
ΔE to the lowest compared entry with this formula, charge and spin (kcal per mole): 45.0
Total charge: +5
M (u): 1121.66
E_LUMO (eV): -13.031